[1]
Entry from the Open Molecules 2025 dataset: a 15-piece molecular cluster, C19H68N4O15 overall in a non-equilibrium geometry (the ωB97M-V functional and the def2-TZVPD basis).

XYZ file:
```
106
Properties=species:S:1:pos:R:3:forces:R:3
C 8.448 24.281 -1.954 0.08 -1.48 1.56
C 9.274 22.942 -1.857 -0.77 2.29 2.51
O 8.537 21.800 -2.091 -1.78 0.25 -1.66
H 8.381 24.601 -2.937 0.02 0.83 -1.87
H 8.845 25.055 -1.300 0.52 -0.04 -0.19
H 7.412 24.190 -1.598 0.25 -0.57 -0.05
H 9.551 22.836 -0.823 0.49 0.52 0.77
H 10.210 22.969 -2.361 0.74 0.21 -1.11
H 8.985 21.110 -1.658 0.64 -1.67 0.64
C 6.294 18.813 -7.380 0.27 0.02 -0.02
C 6.929 20.134 -7.069 -0.35 0.18 -1.09
O 7.185 20.790 -8.328 0.83 -0.34 0.03
H 6.055 18.301 -6.484 -0.26 -0.58 1.02
H 7.007 18.200 -7.917 -0.03 -0.25 -0.43
H 5.369 18.953 -7.929 0.04 -0.03 -0.38
H 7.774 20.081 -6.394 0.49 -0.09 -0.11
H 6.194 20.748 -6.607 -0.51 0.68 0.52
H 7.786 20.209 -8.833 -0.38 0.52 0.37
C 3.618 21.439 -5.991 0.52 -0.73 -1.72
C 2.129 21.589 -6.098 -0.58 -2.30 -0.54
O 1.573 22.147 -4.932 -0.48 2.75 -0.86
H 4.192 22.318 -6.144 0.32 1.28 0.77
H 4.016 20.891 -6.846 -0.46 -0.41 -0.45
H 3.959 20.814 -5.182 -0.14 0.34 0.77
H 1.744 20.510 -6.167 0.13 1.47 -0.15
H 1.734 22.160 -6.982 0.75 -0.71 0.46
H 1.475 23.091 -5.274 -0.11 -1.56 1.68
C 9.672 15.362 -1.530 -0.69 -1.46 0.21
C 8.359 15.980 -2.058 4.11 1.14 -0.21
O 8.670 16.069 -3.452 -0.80 0.31 0.31
H 9.739 14.272 -1.714 -0.15 0.57 -0.47
H 9.778 15.392 -0.482 -0.22 0.39 1.58
H 10.580 15.809 -1.900 -0.01 0.32 -0.60
H 8.283 16.999 -1.610 -0.52 -0.63 -0.17
H 7.527 15.381 -1.888 -1.51 -0.99 0.44
H 7.830 16.293 -3.870 -0.12 0.10 -0.39
C 10.526 20.314 -0.240 8.17 0.89 -2.29
O 11.748 20.510 -0.847 -4.79 -0.53 2.29
N 10.229 20.877 0.855 0.93 4.49 5.41
N 9.666 19.470 -0.564 -2.11 -3.19 -3.75
H 10.958 21.458 1.297 -0.97 -0.46 -0.30
H 9.344 20.725 1.317 0.38 0.11 -0.02
H 9.867 19.029 -1.463 -0.61 -0.34 0.14
H 8.855 19.203 -0.058 -0.90 -0.11 0.69
C 10.350 19.372 -3.700 -3.09 0.20 -7.30
O 9.635 19.413 -4.934 2.81 -0.96 6.64
N 10.316 18.397 -2.770 -0.44 -4.12 -0.17
N 11.106 20.375 -3.422 -0.34 2.54 -2.87
H 9.597 17.659 -2.981 1.22 0.66 -0.36
H 11.136 17.975 -2.236 -1.08 1.41 -1.47
H 10.930 21.226 -3.967 0.46 -0.83 0.14
H 11.593 20.423 -2.593 1.33 0.35 2.79
C 3.074 17.996 -5.643 -0.43 0.85 0.95
O 1.705 17.800 -5.970 -0.46 0.80 0.18
H 3.634 18.576 -6.335 0.17 0.53 -1.21
H 3.501 17.014 -5.670 0.39 -0.49 0.51
H 3.269 18.579 -4.698 -0.49 -1.09 -0.38
H 1.189 18.632 -5.897 0.72 -0.75 -0.05
C 3.813 18.309 0.603 -0.15 2.69 1.51
O 4.766 19.133 -0.106 -1.18 -0.82 -0.25
H 3.023 19.004 0.990 0.11 -0.60 -0.58
H 4.237 18.000 1.564 0.28 -0.67 -0.65
H 3.359 17.565 -0.012 -0.06 -0.80 -0.15
H 4.242 19.515 -0.862 1.36 -0.09 0.45
C 2.590 19.806 -2.064 -3.55 0.20 -1.35
O 3.858 20.191 -2.418 1.90 -0.01 0.15
H 2.173 20.535 -1.293 0.74 -1.40 -0.60
H 2.308 18.721 -1.945 1.16 0.62 1.01
H 1.921 19.945 -2.928 -0.11 0.62 -0.03
H 4.336 19.656 -3.104 -0.64 -0.04 0.45
C 7.156 15.796 -5.960 -0.54 0.78 -0.37
O 6.334 16.248 -4.832 0.07 -0.50 -1.50
H 7.819 15.082 -5.587 1.14 -1.19 0.43
H 7.711 16.561 -6.475 0.25 0.93 0.80
H 6.622 15.397 -6.799 -1.10 -0.53 -0.01
H 5.719 15.511 -4.703 0.03 0.30 0.50
C 6.513 22.539 -4.138 1.09 -0.25 -0.98
O 7.865 22.699 -4.478 -0.20 1.22 -2.01
H 6.019 23.395 -4.532 -0.77 0.64 -0.41
H 6.358 22.518 -3.095 -0.28 -0.29 1.26
H 6.182 21.643 -4.643 -0.65 -0.32 0.18
H 8.458 22.429 -3.814 0.43 -1.05 1.17
C 3.874 16.108 -2.309 0.01 1.47 -1.19
O 4.897 15.139 -2.318 -1.09 -0.32 -1.48
H 2.984 15.837 -1.806 -0.69 -0.59 1.34
H 3.456 16.325 -3.293 0.62 -0.33 -0.52
H 4.260 17.080 -1.972 -0.14 -0.18 0.20
H 5.386 15.346 -1.556 1.27 0.00 1.52
C 6.493 21.666 0.205 2.49 -0.57 -1.63
O 5.920 21.506 1.400 -0.34 -0.97 3.36
H 6.236 22.634 -0.150 0.43 0.98 -0.98
H 6.231 20.902 -0.518 -0.29 -0.07 -0.34
H 7.584 21.513 0.381 -0.57 0.68 -0.49
H 5.011 21.693 1.309 -1.68 0.16 0.13
C 6.729 19.288 -3.068 0.01 0.60 0.82
O 5.706 18.817 -3.952 0.72 -0.75 0.34
H 6.819 18.686 -2.171 -0.12 -0.66 0.17
H 6.447 20.253 -2.671 -0.29 0.29 -0.24
H 7.729 19.430 -3.463 -0.04 -0.26 -0.89
H 5.892 17.853 -4.098 -0.34 1.00 -0.27
C 7.163 18.579 1.899 3.17 1.13 -0.71
O 7.440 18.506 0.500 -1.91 0.13 -0.84
H 7.481 19.608 2.265 -0.53 -1.42 0.02
H 7.808 17.767 2.176 0.46 -0.01 1.49
H 6.204 18.334 2.206 -2.00 -0.13 0.17
H 6.606 18.701 0.014 0.32 0.13 0.26
```
Forces are in eV/Å.

Output
- Spin multiplicity: 1
- HOMO-LUMO gap: 9.1 eV
- Energy: -57470.8772 eV
- E_HOMO: -8.85 eV
- Charge: 0
- Energy above the lowest of the compared OMol25 structures with the same formula, charge and spin: 303.0 kJ/mol
- LUMO: 0.27 eV



[2]
Entry from the Open Molecules 2025 dataset: a 2-piece molecular cluster, C22H30F3NO6S3Si overall in a non-equilibrium geometry (the ωB97M-V functional and the def2-TZVPD basis).

XYZ file:
```
66
Properties=species:S:1:pos:R:3:forces:R:3
O 1.944 4.884 -0.460 0.24 -0.17 0.69
S 2.236 4.354 0.840 -0.20 -0.68 -0.56
O 1.570 4.831 2.018 0.42 -0.54 -0.50
C 4.011 4.344 1.109 0.07 0.22 0.34
C 4.514 4.928 2.276 -0.05 -0.11 -0.07
C 5.897 5.026 2.449 0.01 -0.08 -0.16
C 6.765 4.535 1.466 -0.22 -0.10 -0.05
C 6.248 3.935 0.310 -0.20 0.18 0.33
C 4.866 3.855 0.127 0.15 -0.13 -0.21
N 1.854 2.571 0.679 -0.32 0.59 0.15
S 0.814 1.816 1.802 1.01 0.81 0.65
C 2.152 1.126 2.866 -0.17 -0.28 -0.32
F 1.549 0.278 3.735 0.58 0.57 -0.41
F 2.798 2.092 3.558 -0.30 -0.84 -0.43
F 3.070 0.436 2.141 -0.64 0.60 0.83
S 1.642 1.934 -0.916 0.13 -0.11 -0.19
O 0.307 2.248 -1.368 0.87 -0.28 0.38
O 2.810 2.346 -1.648 -0.58 -0.11 0.04
C 1.764 0.169 -0.640 -0.02 -0.27 -0.78
C 2.870 -0.540 -1.108 0.07 0.34 0.42
C 2.893 -1.925 -0.936 0.16 -0.13 -0.07
C 1.816 -2.595 -0.350 -0.05 0.14 0.13
C 0.687 -1.877 0.054 0.17 -0.20 -0.09
C 0.659 -0.508 -0.149 -0.42 0.42 0.14
H 3.820 5.294 3.030 0.17 -0.05 -0.14
H 6.305 5.485 3.354 -0.21 -0.17 -0.35
H 7.847 4.609 1.603 -0.42 -0.02 -0.03
H 6.914 3.531 -0.455 -0.19 0.16 0.23
H 4.455 3.405 -0.771 0.06 0.11 0.13
H 3.689 0.012 -1.564 -0.08 -0.26 0.11
H 3.776 -2.487 -1.247 -0.33 0.19 0.01
H 1.842 -3.679 -0.208 0.10 0.40 -0.06
H -0.162 -2.369 0.539 0.23 0.16 -0.32
H -0.235 0.068 0.079 0.34 -0.46 0.05
C -2.237 -0.085 1.014 -1.23 -1.49 -0.46
C -2.763 -1.242 0.503 0.74 1.70 0.89
O -3.071 -1.435 -0.787 0.01 0.13 -0.67
C -2.653 -0.401 -1.742 -0.25 -0.63 0.38
C -2.991 -0.884 -3.154 -0.34 0.16 0.22
C -2.065 -0.227 -4.172 0.10 0.09 0.09
C -2.446 -0.469 -5.632 0.11 0.11 0.19
O -2.928 -2.317 1.275 -0.08 -0.46 -0.29
Si -4.013 -3.566 1.650 0.69 0.63 -0.07
C -2.868 -4.861 2.331 -0.01 -0.07 0.08
C -5.146 -2.882 2.950 -0.17 -0.02 0.04
C -4.898 -4.212 0.160 -0.16 -0.06 -0.13
H -1.998 -0.077 2.070 -0.05 0.24 -0.17
H -2.237 0.792 0.386 0.28 0.13 0.27
H -1.579 -0.210 -1.614 -0.24 -0.15 -0.03
H -3.197 0.531 -1.520 0.17 -0.26 -0.03
H -4.038 -0.595 -3.331 0.20 -0.23 -0.22
H -2.928 -1.980 -3.250 0.02 0.31 0.27
H -1.050 -0.610 -3.988 -0.17 0.16 -0.08
H -2.031 0.852 -3.972 0.06 -0.11 -0.08
H -1.693 -0.010 -6.277 -0.07 -0.12 -0.07
H -2.491 -1.539 -5.850 -0.02 0.09 -0.05
H -3.409 -0.017 -5.886 0.05 -0.11 0.10
H -3.431 -5.698 2.764 0.16 0.09 -0.06
H -2.232 -5.244 1.525 -0.07 0.00 0.15
H -2.221 -4.431 3.104 -0.12 -0.11 -0.09
H -5.807 -3.680 3.311 0.03 0.20 0.02
H -4.569 -2.494 3.798 -0.11 -0.09 -0.14
H -5.763 -2.066 2.554 0.07 -0.15 0.09
H -5.697 -4.896 0.477 0.12 0.12 -0.11
H -5.338 -3.409 -0.438 0.01 -0.11 0.05
H -4.200 -4.773 -0.472 -0.11 0.09 0.02
```
Forces are in eV/Å.

Output
- Spin multiplicity: 1
- SMILES string: O=S(=O)(c1ccccc1)N(SC(F)(F)F)S(=O)(=O)c1ccccc1.C=C(OCCCC)O[Si](C)(C)C
- HOMO-LUMO gap: 8.3 eV
- Energy: -85611.2706 eV
- E_HOMO: -8.25 eV
- Charge: 0
- LUMO: 0.07 eV



[3]
Entry from the Open Molecules 2025 dataset: C22H22BeGe2NO4 as an isolated structure in a non-equilibrium geometry (the ωB97M-V functional and the def2-TZVPD basis).

XYZ file:
```
52
Properties=species:S:1:pos:R:3:forces:R:3
Be -1.024 0.476 -2.096 0.31 0.76 0.48
O 2.100 -1.301 -2.765 -1.92 0.51 -0.01
C 0.952 -0.933 -2.621 0.53 2.08 0.59
O 0.541 0.418 -2.399 0.64 -2.81 -1.06
C -0.289 -1.832 -2.580 -0.70 -0.18 0.27
C -0.543 -3.156 -2.927 -0.51 0.36 0.03
C -1.909 -3.525 -2.939 0.04 -0.26 0.28
C -2.978 -2.663 -2.615 0.63 0.14 -0.08
C -2.626 -1.369 -2.243 0.82 -0.23 -0.11
N -1.327 -1.095 -2.190 -0.01 -0.34 -0.85
C -3.383 -0.046 -2.023 -0.18 1.64 0.28
O -4.592 0.022 -1.953 1.48 -0.16 -0.08
O -2.499 1.025 -1.949 -1.22 -2.15 -0.48
H 0.260 -3.843 -3.190 -0.30 0.18 -0.03
H -2.172 -4.548 -3.209 0.17 0.24 -0.01
H -4.006 -2.990 -2.697 0.06 0.06 0.02
C 3.093 1.952 -1.706 -0.30 -0.24 0.37
Ge 1.967 2.292 -0.122 -0.28 0.04 -0.17
C 3.140 2.256 1.438 -0.14 -0.21 0.16
C 1.172 4.076 -0.322 0.06 -0.18 0.18
Ge -0.029 0.821 0.277 0.47 -0.46 1.16
C -1.085 1.213 1.922 0.19 0.21 -0.40
C -2.253 0.528 2.275 0.13 0.27 0.15
C -2.890 0.804 3.481 0.04 0.21 0.22
C -2.405 1.806 4.335 0.23 -0.24 -0.59
C -1.261 2.515 3.961 -0.30 -0.18 0.06
C -0.600 2.210 2.772 -0.43 -0.09 0.07
C 0.537 -1.081 0.547 -0.08 0.23 -0.75
C -0.378 -2.145 0.682 0.97 0.25 0.14
C 0.078 -3.454 0.750 -0.09 -0.28 -0.04
C 1.442 -3.742 0.648 -0.10 0.32 0.06
C 2.342 -2.691 0.463 0.16 -0.38 -0.03
C 1.902 -1.373 0.387 -0.65 -0.35 0.20
H 4.019 2.545 -1.649 -0.38 -0.13 0.00
H 2.488 2.215 -2.567 0.19 0.07 -0.21
H 3.328 0.889 -1.785 0.08 0.12 -0.06
H 3.925 2.992 1.281 0.11 0.09 0.08
H 3.597 1.270 1.565 -0.04 0.14 0.00
H 2.580 2.498 2.340 0.13 0.02 0.08
H 1.970 4.776 -0.539 0.13 0.24 -0.15
H 0.686 4.399 0.595 -0.09 0.00 0.06
H 0.440 4.092 -1.128 0.03 0.02 -0.04
H -2.697 -0.196 1.598 0.09 -0.02 0.09
H -3.780 0.241 3.751 0.09 0.14 -0.02
H -2.922 2.039 5.262 0.09 -0.06 -0.15
H -0.904 3.319 4.591 0.08 -0.02 0.02
H 0.278 2.776 2.484 0.02 0.02 0.10
H -1.435 -1.951 0.723 -0.28 0.06 0.11
H -0.650 -4.260 0.863 0.24 0.14 -0.01
H 1.801 -4.772 0.707 -0.13 0.36 -0.04
H 3.398 -2.927 0.352 -0.13 0.13 0.00
H 2.601 -0.573 0.164 0.04 -0.11 0.12
```
Forces are in eV/Å.

Output
- Spin multiplicity: 2
- HOMO-LUMO gap (spin up / spin down): 6.5 / 7.4 eV
- Energy: -146286.8246 eV
- E_HOMO (spin up / spin down): -7.44 / -9.02 eV
- Charge: 0
- LUMO (spin up / spin down): -0.92 / -1.57 eV



[4]
Entry from the Open Molecules 2025 dataset: one molecule with the formula C3H4OS in a non-equilibrium geometry (the ωB97M-V functional and the def2-TZVPD basis).

XYZ file:
```
9
Properties=species:S:1:pos:R:3:forces:R:3
C 0.595 0.843 -0.977 2.58 1.48 -2.31
C 0.034 0.255 -0.007 -1.27 0.26 -0.11
C -1.131 -0.372 0.502 -3.09 -0.43 -0.47
O 2.501 -0.775 0.203 -2.17 3.58 1.37
S 1.653 0.551 0.523 2.97 -3.42 -2.14
H 0.821 1.150 -2.058 -0.72 -0.52 2.09
H -1.818 -0.815 -0.254 0.85 0.23 -0.08
H -1.842 0.347 0.972 0.95 -0.46 0.40
H -0.813 -1.185 1.096 -0.09 -0.71 1.26
```
Forces are in eV/Å.

Output
- Spin multiplicity: 1
- HOMO-LUMO gap: 9.8 eV
- Energy: -16055.0761 eV
- E_HOMO: -9.09 eV
- Charge: 0
- Energy above the lowest of the compared OMol25 structures with the same formula, charge and spin: 292.7 kJ/mol
- LUMO: 0.69 eV